(1)
75
Properties=species:S:1:pos:R:3:forces:R:3 method="wB97M-V/def2-TZVPD" e_above_lowest_kj_mol=108.5 spin_multiplicity=3
Ni 7.188 -4.822 15.819 -2.476 -2.468 -1.585
S 4.507 -1.539 16.681 -0.513 0.394 1.704
P 5.541 -2.732 17.941 -1.168 0.522 -0.383
C 6.798 -3.580 17.082 2.192 1.106 2.375
P 8.575 -3.665 17.332 -2.928 -0.998 0.095
S 9.243 -5.058 16.000 2.609 -0.465 0.352
C 8.954 -4.322 18.962 1.033 0.909 0.688
C 8.069 -5.221 19.567 -1.176 0.557 -1.362
C 8.287 -5.674 20.834 0.265 -1.013 0.810
C 9.459 -5.321 21.477 0.950 0.560 0.432
C 10.376 -4.424 20.900 -1.673 0.010 -1.384
C 10.121 -3.867 19.624 -1.463 -2.041 0.624
C 9.330 -2.160 16.907 1.123 1.726 -0.053
C 8.802 -0.926 17.283 -0.363 0.937 1.382
C 9.560 0.252 17.109 0.553 -0.498 -0.319
C 10.779 0.161 16.416 -0.461 0.066 0.153
C 11.338 -1.095 16.109 -0.074 2.742 -0.909
C 10.586 -2.184 16.278 -0.513 -3.097 0.661
C 6.040 -1.785 19.422 0.818 1.315 1.524
C 6.530 -2.443 20.589 -0.992 0.083 -0.304
C 6.937 -1.766 21.737 -0.553 0.154 -0.657
C 6.733 -0.386 21.810 0.374 0.311 0.543
C 6.300 0.338 20.716 -0.677 -0.944 -2.045
C 5.972 -0.364 19.491 0.585 -0.393 0.897
C 4.363 -3.939 18.644 -0.643 -0.916 0.716
C 3.604 -3.714 19.839 1.873 0.337 -1.696
C 2.864 -4.749 20.358 -2.060 0.632 1.974
C 2.813 -6.001 19.786 0.389 -0.077 -0.520
C 3.552 -6.215 18.642 -0.212 0.156 0.478
C 4.241 -5.200 18.025 0.430 1.010 0.181
H 7.128 -5.490 19.042 0.754 0.168 0.246
H 7.606 -6.381 21.334 0.237 0.466 -0.427
H 9.672 -5.750 22.462 -0.026 0.281 -0.313
H 11.226 -4.100 21.414 1.238 0.199 0.850
H 10.791 -3.233 19.082 0.393 0.475 0.172
H 7.833 -0.830 17.836 1.004 -0.349 -0.668
H 9.301 1.224 17.564 -0.399 -0.656 -0.658
H 11.206 1.086 16.024 0.390 -0.277 0.587
H 12.272 -1.149 15.590 0.400 -0.014 -0.144
H 10.966 -3.177 15.962 -0.196 0.790 0.254
H 6.331 -3.504 20.684 0.703 -0.159 -0.256
H 7.333 -2.331 22.574 -0.235 0.106 -0.001
H 6.880 0.133 22.766 0.196 -0.206 -0.441
H 6.169 1.427 20.735 0.062 -0.547 0.134
H 5.672 0.177 18.592 -0.095 -0.030 0.327
H 3.722 -2.721 20.282 -0.429 -0.459 0.218
H 2.202 -4.556 21.250 0.912 -0.132 -0.920
H 2.207 -6.828 20.129 0.010 0.207 0.522
H 3.640 -7.213 18.314 -0.164 -0.944 -0.918
H 4.669 -5.375 17.053 0.481 -0.018 -0.023
C 9.839 -11.173 14.963 -0.152 -0.671 -1.065
O 9.095 -10.272 15.781 0.882 -0.108 0.924
C 8.122 -9.642 15.152 -1.895 0.786 -0.882
O 7.560 -10.016 14.137 0.772 0.319 0.659
N 7.717 -8.479 15.845 2.208 -0.076 1.040
N 7.108 -7.450 15.127 0.846 0.523 -1.676
H 9.168 -11.956 14.555 0.495 0.348 0.345
H 10.721 -11.611 15.459 -0.803 0.386 0.425
H 10.216 -10.589 14.129 0.091 -0.090 -0.303
H 8.495 -8.027 16.359 -0.636 -0.836 -0.028
H 6.180 -7.763 14.919 -0.454 0.063 -0.581
H 7.677 -7.306 14.235 -1.492 -0.200 1.153
Se 6.124 -2.531 14.836 -1.529 -1.918 -2.133
N 5.557 -4.430 14.912 1.155 2.486 -0.962
C 4.704 -4.617 13.941 -1.439 3.057 -0.521
C 3.740 -5.627 13.870 -0.616 -0.385 -1.279
C 2.700 -5.474 12.988 0.417 -0.756 0.814
C 2.585 -4.430 12.052 -0.660 -0.131 -0.880
C 3.420 -3.366 12.075 0.263 0.601 0.497
C 4.361 -3.346 13.165 -0.037 -0.516 -0.112
N 4.894 -2.196 13.525 2.242 -1.189 0.726
H 3.810 -6.534 14.432 0.043 -0.217 0.556
H 1.916 -6.205 13.059 -0.203 -0.318 -0.354
H 1.800 -4.561 11.306 0.175 0.365 0.121
H 3.386 -2.465 11.416 -0.155 -1.043 0.607

---

(2)
75
Properties=species:S:1:pos:R:3:forces:R:3 method="wB97M-V/def2-TZVPD" total_charge=+2 total_energy_ev=-67251.459
Pd -0.114 0.331 -0.414 2.057 -1.181 0.943
C 3.770 2.234 0.644 -0.023 -0.008 0.085
O 3.172 1.489 1.762 0.029 -0.054 -0.073
C 2.095 0.936 1.294 -0.032 -0.265 0.028
N 1.814 1.046 0.038 -0.092 0.772 -0.022
C 2.941 1.821 -0.593 -0.020 0.075 0.101
C 2.566 3.018 -1.420 -0.027 -0.120 -0.138
C 3.471 3.447 -2.385 -0.038 -0.071 -0.082
C 3.192 4.568 -3.150 -0.012 0.025 0.014
C 2.003 5.260 -2.957 0.031 -0.008 0.000
C 1.110 4.841 -1.982 0.015 0.005 0.027
C 1.394 3.725 -1.207 0.013 0.116 0.098
C 1.238 0.146 2.188 0.090 0.020 -0.128
C 1.377 -0.038 3.551 -0.033 0.018 -0.013
C 0.396 -0.777 4.207 -0.008 -0.004 -0.021
C -0.699 -1.268 3.501 0.059 -0.062 0.007
C -0.745 -1.027 2.141 -0.017 -0.121 -0.084
N 0.228 -0.383 1.515 -0.398 0.119 0.010
C -1.828 -1.352 1.204 0.021 0.171 0.095
N -1.825 -0.858 0.013 -0.173 -0.263 -0.770
C -3.038 -1.381 -0.691 0.010 0.019 0.050
C -3.669 -2.286 0.397 -0.040 -0.028 0.098
O -2.814 -2.113 1.579 0.036 0.075 -0.027
C -2.779 -2.195 -1.937 0.188 0.259 -0.056
C -3.764 -2.244 -2.918 0.006 0.102 -0.041
C -3.592 -3.046 -4.036 0.000 -0.019 -0.007
C -2.435 -3.801 -4.182 -0.024 0.025 -0.025
C -1.455 -3.758 -3.202 0.006 0.011 0.042
C -1.630 -2.960 -2.078 0.023 -0.089 -0.012
H 4.814 1.943 0.586 -0.004 -0.002 -0.010
H 3.678 3.290 0.883 -0.020 0.001 -0.007
H 3.490 1.112 -1.202 0.075 0.001 -0.032
H 4.391 2.898 -2.552 -0.020 -0.025 -0.013
H 3.899 4.899 -3.898 -0.006 -0.002 -0.007
H 1.778 6.128 -3.562 0.000 0.009 0.012
H 0.193 5.393 -1.822 0.005 -0.002 -0.011
H 0.707 3.413 -0.430 -0.005 -0.050 -0.033
H 2.213 0.402 4.076 0.014 -0.032 0.009
H 0.474 -0.951 5.271 -0.010 0.019 0.005
H -1.496 -1.814 3.985 0.004 0.007 0.013
H -3.664 -0.521 -0.918 -0.055 -0.042 -0.092
H -3.613 -3.339 0.137 -0.049 0.010 -0.030
H -4.682 -2.016 0.679 0.009 0.046 0.023
H -4.667 -1.655 -2.812 0.015 0.030 -0.005
H -4.367 -3.086 -4.790 0.005 -0.007 0.006
H -2.307 -4.434 -5.050 0.002 0.009 0.004
H -0.561 -4.360 -3.299 -0.002 0.018 -0.004
H -0.868 -2.956 -1.310 0.055 0.032 0.027
C -1.963 3.359 -0.810 0.118 0.060 -0.004
C -2.005 2.434 0.383 -0.136 -0.168 0.291
C -2.219 3.225 1.681 -0.053 -0.069 -0.072
O -0.799 1.720 0.690 -0.368 0.892 -0.193
H -2.963 3.761 -0.969 -0.007 -0.004 -0.007
H -1.661 2.850 -1.718 0.015 -0.006 -0.042
H -1.289 4.196 -0.635 -0.041 0.016 0.066
H -2.827 1.716 0.284 0.063 -0.049 -0.087
H -1.464 4.004 1.779 -0.005 0.005 0.006
H -2.184 2.578 2.556 -0.044 -0.015 0.005
H -3.205 3.689 1.625 0.030 0.054 0.045
O -2.246 0.780 -2.557 -0.286 0.126 -0.119
C -1.167 0.600 -3.043 0.246 0.332 0.165
N 0.042 0.983 -2.337 -0.603 -0.956 -0.157
S 1.200 -0.177 -2.807 -0.904 0.398 0.126
O 0.961 -1.138 -1.696 0.116 0.041 0.172
O 2.532 0.262 -3.010 0.105 0.005 0.022
C 0.443 -0.587 -4.309 0.020 -0.066 -0.266
C 1.033 -1.173 -5.412 -0.076 -0.108 0.011
C 0.249 -1.257 -6.557 0.051 -0.015 0.003
C -1.046 -0.747 -6.585 -0.040 0.014 0.016
C -1.609 -0.134 -5.471 -0.069 -0.122 0.006
C -0.842 -0.062 -4.324 0.220 0.088 0.040
H 2.048 -1.543 -5.390 0.004 0.010 0.006
H 0.662 -1.709 -7.449 -0.005 -0.006 0.003
H -1.617 -0.809 -7.502 -0.005 -0.001 0.005
H -2.603 0.291 -5.497 -0.006 0.003 0.006

---

(3)
138
Properties=species:S:1:pos:R:3:forces:R:3 method="wB97M-V/def2-TZVPD" total_charge=-1 total_energy_ev=-940228.439
C 2.548 2.142 2.134 -0.040 -1.593 -1.215
C 1.062 1.958 1.609 0.736 2.684 0.439
O 0.261 1.093 2.446 2.220 -1.610 -1.693
P 0.579 -0.516 2.290 -1.904 -2.291 2.336
O -0.078 -1.192 3.453 0.459 0.704 -0.668
C -0.209 -1.298 0.779 -0.410 1.335 0.157
C 0.154 -0.606 -0.567 0.864 0.876 1.315
P 0.281 -1.617 -2.181 2.030 0.202 2.945
C -0.816 -3.060 -1.615 -1.512 -2.142 -0.576
N -0.141 -4.348 -1.241 0.117 0.446 0.243
C 1.204 -0.134 -2.948 -0.702 0.977 -1.176
C 2.719 -0.058 -3.185 1.219 1.663 -0.449
C 3.324 1.228 -2.489 1.149 -1.045 -1.172
F 3.202 1.220 -1.113 -0.635 0.429 -1.080
Br 2.540 2.857 -3.321 0.119 -1.031 0.918
C 4.913 1.334 -2.784 -1.195 0.962 0.804
F 5.256 0.829 -3.988 -0.135 0.526 1.114
F 5.249 2.670 -2.740 0.529 -1.507 -0.179
Br 5.843 0.430 -1.291 0.194 0.112 -0.897
C 1.859 -2.415 -1.414 1.403 0.633 1.207
O 2.546 -3.338 -2.303 0.381 0.026 0.574
C 3.368 -4.214 -1.640 0.693 -2.493 0.887
C 4.665 -3.906 -1.101 -0.708 -1.231 0.009
C 5.429 -4.958 -0.473 -0.521 -0.808 -0.258
C 4.965 -6.324 -0.364 -1.268 1.502 -0.892
C 3.654 -6.624 -0.897 0.940 1.451 -0.132
C 2.890 -5.585 -1.520 0.786 -0.048 0.335
O -1.157 -0.807 -2.922 -1.858 0.515 0.876
C -2.238 -0.763 -2.228 3.169 -0.128 -1.767
N -3.129 -0.699 -1.522 -2.323 0.220 1.360
P 0.492 -2.699 -4.160 -1.206 -0.993 -3.783
O 1.859 -2.391 -5.082 -0.238 -1.211 1.260
O 0.370 -4.374 -4.130 1.371 0.851 0.518
S -0.982 -2.177 -5.373 0.396 -0.034 0.030
O 2.189 -0.917 2.353 -1.060 0.866 -0.566
C 2.362 -2.302 2.742 1.127 -1.079 0.253
C 3.881 -2.746 2.612 -0.878 -0.426 0.026
H 3.158 1.375 1.581 -0.288 0.686 0.655
H 2.977 3.127 1.850 -0.526 -0.515 0.439
H 2.647 1.885 3.211 -0.226 0.566 -0.662
H 1.033 1.720 0.522 0.008 -0.230 0.869
H 0.602 2.980 1.701 0.008 -1.048 -0.057
H -0.003 -2.384 0.891 0.094 0.721 -0.218
H -1.311 -1.172 0.965 0.950 -0.218 0.032
H 1.197 -0.201 -0.406 -0.789 -0.545 -0.466
H -0.437 0.350 -0.632 0.162 -1.037 -0.200
H -1.547 -2.899 -0.796 0.362 0.823 -0.673
H -1.446 -3.357 -2.506 0.386 0.739 0.733
H -0.563 -5.126 -1.742 0.118 0.244 0.144
H -0.269 -4.510 -0.241 0.064 -0.075 -0.393
H 0.699 0.068 -3.936 0.554 -0.349 0.830
H 0.897 0.770 -2.353 0.227 -0.930 -0.411
H 2.922 0.151 -4.272 -0.270 -0.364 0.942
H 3.420 -0.886 -2.945 -0.888 0.134 0.208
H 1.685 -2.875 -0.402 -0.272 -0.146 -1.194
H 2.639 -1.654 -1.106 -0.867 -0.221 -0.613
H 5.066 -2.877 -1.179 -0.234 -0.717 0.087
H 6.448 -4.752 -0.075 -0.950 0.074 -0.383
H 5.586 -7.120 0.096 -0.466 0.791 -0.348
H 3.250 -7.658 -0.861 0.315 0.903 0.004
H 1.892 -5.854 -1.924 0.831 0.572 0.272
H 2.505 -3.113 -4.926 -0.226 0.787 0.039
H 1.006 -4.812 -4.717 -0.262 0.209 0.120
H 1.754 -2.955 2.064 0.344 0.548 0.758
H 2.088 -2.470 3.812 -0.322 0.437 -1.072
H 3.919 -3.596 1.884 0.295 0.953 0.335
H 4.534 -1.897 2.312 -0.414 -0.680 0.150
H 4.213 -3.188 3.588 -0.135 0.661 -0.781
C -2.774 0.954 4.565 0.249 -0.151 -0.336
Cl -2.585 0.587 2.846 -0.592 0.174 0.289
Cl -3.222 -0.522 5.440 0.063 0.083 -0.094
Cl -1.236 1.574 5.213 -0.277 -0.290 0.070
Cl -4.053 2.164 4.764 0.509 0.058 -0.165
C -1.107 4.415 -3.650 -0.081 -0.288 0.115
Cl -1.310 2.670 -3.440 0.045 0.210 -0.047
Cl -1.103 5.207 -2.063 0.034 -0.033 -0.125
Cl 0.433 4.736 -4.471 -0.454 0.357 -0.251
Cl -2.440 5.054 -4.627 0.131 -0.017 0.073
C 5.576 -2.554 -6.316 -0.080 0.020 -0.053
Cl 4.519 -3.169 -7.597 0.081 0.044 0.133
Cl 4.841 -2.886 -4.738 0.414 -0.004 -0.007
Cl 7.153 -3.359 -6.412 -0.101 0.049 0.018
Cl 5.792 -0.810 -6.518 -0.017 -0.193 -0.007
C -2.573 -5.687 -6.335 0.006 0.339 0.228
Cl -1.140 -5.729 -7.379 -0.101 -0.061 0.077
Cl -3.548 -4.269 -6.733 0.245 -0.142 -0.136
Cl -3.533 -7.163 -6.591 0.019 -0.016 -0.090
Cl -2.078 -5.602 -4.645 -0.431 -0.276 -0.297
C -2.189 6.155 4.338 0.043 -0.124 -0.081
Cl -1.464 6.885 2.894 -0.053 -0.017 0.104
Cl -1.551 6.951 5.787 -0.230 -0.031 -0.200
Cl -3.950 6.352 4.280 0.133 -0.022 0.016
Cl -1.788 4.433 4.397 0.126 0.619 -0.030
C -1.348 8.317 9.716 -0.036 -0.037 -0.038
Cl -2.690 7.209 9.388 0.129 0.107 0.046
Cl -0.268 8.371 8.313 -0.030 0.100 0.222
Cl -1.985 9.939 10.034 0.058 -0.131 -0.020
Cl -0.446 7.749 11.132 -0.058 0.041 -0.119
C 4.810 6.645 -2.852 -0.008 -0.096 -0.155
Cl 6.057 5.863 -3.837 -0.525 0.213 -0.328
Cl 3.232 6.429 -3.623 0.127 0.143 0.125
Cl 4.779 5.912 -1.239 -0.047 0.053 -0.111
Cl 5.169 8.376 -2.708 -0.013 -0.129 0.007
C -4.521 2.244 8.652 -0.024 -0.043 -0.094
Cl -3.973 3.913 8.409 -0.011 -0.111 -0.020
Cl -5.264 2.092 10.256 0.048 0.035 -0.087
Cl -5.709 1.829 7.407 -0.108 -0.024 0.531
Cl -3.135 1.150 8.540 -0.138 0.157 0.047
C -7.392 -4.299 -4.649 0.321 0.039 0.108
Cl -6.417 -3.043 -3.870 0.391 -0.817 -0.194
Cl -8.366 -5.139 -3.427 0.027 0.088 -0.086
Cl -8.466 -3.553 -5.850 0.024 -0.046 0.073
Cl -6.319 -5.453 -5.454 -0.385 0.011 0.162
C -7.978 0.248 3.744 0.107 -0.103 -0.079
Cl -8.115 1.818 2.931 -0.005 -0.117 0.060
Cl -8.290 -1.048 2.576 0.020 0.168 0.136
Cl -6.348 0.076 4.410 -0.517 -0.229 -0.139
Cl -9.167 0.157 5.057 0.052 0.018 -0.067
C -8.072 0.418 -2.446 0.217 -0.073 0.009
Cl -8.183 1.996 -3.248 -0.033 -0.086 0.072
Cl -8.408 -0.866 -3.621 -0.506 0.766 0.232
Cl -6.444 0.204 -1.785 -0.194 -0.040 -0.138
Cl -9.262 0.338 -1.131 0.038 0.063 -0.051
C 9.623 4.793 -1.937 -0.116 -0.017 0.117
Cl 9.939 5.121 -3.650 -0.021 -0.016 0.108
Cl 9.826 3.062 -1.620 -0.015 0.151 -0.045
Cl 10.764 5.714 -0.939 -0.050 -0.064 -0.092
Cl 7.968 5.274 -1.542 0.637 -0.223 0.387
C -11.216 -3.782 1.215 0.073 0.041 -0.027
Cl -10.402 -2.595 0.186 -0.090 -0.149 0.064
Cl -11.920 -5.057 0.205 0.045 0.091 0.079
Cl -10.044 -4.495 2.335 -0.106 0.060 -0.092
Cl -12.502 -2.982 2.136 0.097 -0.064 -0.062
C 2.804 5.551 6.964 -0.044 -0.082 -0.064
Cl 1.477 5.275 5.826 0.182 -0.018 0.139
Cl 3.623 7.070 6.559 -0.069 -0.097 0.046
Cl 2.160 5.648 8.612 0.068 -0.025 -0.124
Cl 3.959 4.211 6.860 -0.082 0.120 0.011

---

(4)
72
Properties=species:S:1:pos:R:3:forces:R:3 method="wB97M-V/def2-TZVPD" e_above_lowest_kj_mol=0.0
Co 0.625 0.012 0.737 0.028 -0.140 0.476
C -0.571 6.904 0.967 0.000 -0.001 -0.005
C -0.689 5.404 0.967 -0.015 -0.013 -0.005
C -1.744 4.760 0.318 0.026 0.002 0.005
C -1.815 3.385 0.269 -0.014 0.007 -0.012
C -0.864 2.562 0.893 0.026 0.015 -0.038
N -0.949 1.180 0.823 -0.055 -0.018 -0.103
C -2.165 0.629 1.145 0.021 0.039 0.137
C -3.055 1.207 2.075 -0.021 0.028 0.018
C -4.238 0.598 2.438 -0.005 -0.032 -0.007
C -4.616 -0.646 1.928 0.012 0.030 0.018
C -5.878 -1.333 2.374 0.002 0.002 0.002
C -3.750 -1.237 1.024 -0.011 -0.005 -0.015
C -2.576 -0.606 0.628 0.016 0.000 -0.036
N -1.762 -1.249 -0.343 -0.008 -0.094 0.174
C -2.166 -1.989 -1.390 -0.018 -0.029 -0.008
C -1.056 -2.612 -1.917 -0.010 -0.010 0.005
C 0.004 -2.186 -1.115 -0.011 -0.054 0.064
N -0.431 -1.373 -0.157 -0.020 0.224 -0.363
C 0.176 3.219 1.552 -0.040 -0.044 0.020
C 0.272 4.609 1.563 0.013 0.019 -0.003
N 1.187 2.468 2.223 0.065 0.142 -0.305
C 1.994 2.927 3.200 0.021 0.028 0.033
C 3.088 2.101 3.269 -0.016 0.018 0.001
C 2.870 1.141 2.276 -0.031 -0.022 0.099
N 1.722 1.364 1.652 -0.041 -0.265 0.238
H -1.547 7.374 1.096 0.001 0.001 0.002
H -0.155 7.267 0.025 -0.002 0.000 -0.001
H 0.078 7.250 1.771 0.003 0.000 -0.002
H -2.505 5.350 -0.180 -0.004 0.002 0.007
H -2.627 2.903 -0.261 0.001 0.000 0.008
H -2.788 2.157 2.520 -0.008 -0.007 -0.018
H -4.880 1.093 3.159 -0.005 -0.001 -0.003
H -6.641 -0.607 2.654 -0.002 -0.001 -0.003
H -5.702 -1.973 3.242 -0.003 0.003 0.003
H -6.289 -1.961 1.582 0.001 -0.004 0.000
H -3.982 -2.212 0.609 -0.001 0.002 0.005
H -3.204 -2.015 -1.674 0.002 0.001 0.005
H -1.017 -3.268 -2.768 0.003 0.002 0.000
H 1.055 -2.408 -1.172 0.014 0.024 -0.027
H 1.125 5.077 2.039 0.001 -0.004 -0.008
H 1.731 3.805 3.763 -0.003 -0.002 -0.007
H 3.918 2.168 3.950 0.001 0.002 -0.003
H 3.460 0.282 2.008 -0.032 -0.021 0.011
C -0.445 -2.846 2.788 0.003 0.011 -0.002
C -0.590 -1.467 3.367 -0.037 -0.064 0.038
C -1.401 -1.325 4.623 0.033 0.011 0.007
O -0.062 -0.493 2.866 0.054 0.034 -0.224
H -1.189 -3.534 3.186 0.000 0.003 0.003
H 0.553 -3.211 3.046 0.000 0.000 0.011
H -0.490 -2.807 1.703 0.010 -0.008 0.015
H -1.026 -2.006 5.390 -0.012 -0.009 -0.004
H -2.432 -1.618 4.407 -0.003 0.011 -0.014
H -1.376 -0.299 4.978 0.003 -0.001 0.001
C 1.169 0.653 -0.996 -0.020 0.018 -0.012
H 1.970 0.038 -1.403 0.008 0.022 -0.019
H 1.514 1.682 -0.887 0.001 0.006 -0.007
H 0.302 0.632 -1.658 0.000 0.010 0.000
N 7.817 -6.839 1.268 0.000 -0.003 0.001
C 6.991 -6.041 1.208 -0.003 0.008 -0.001
C 5.960 -5.044 1.134 0.006 -0.003 -0.004
C 5.258 -4.680 2.282 -0.003 -0.001 0.000
C 4.267 -3.721 2.208 0.002 -0.001 -0.005
C 3.952 -3.104 0.991 0.005 0.013 0.032
C 4.668 -3.479 -0.152 0.002 -0.004 -0.005
C 5.660 -4.437 -0.084 -0.001 -0.005 0.000
C 2.924 -2.112 0.918 -0.052 -0.049 0.011
C 2.040 -1.278 0.859 0.119 0.170 -0.186
H 5.496 -5.152 3.226 0.000 0.000 0.000
H 3.723 -3.432 3.097 0.000 -0.002 0.001
H 4.435 -3.004 -1.096 0.003 0.004 0.002
H 6.210 -4.722 -0.972 0.000 0.000 0.000